(1)
# C6H8

A molecular structure, C6H8 (ωB97M-V/def2-TZVPD, the OMol25 dataset).

Values from the calculation:
- net charge = 0
- lowest unoccupied orbital energy (alpha / beta) (eV) = -0.66 / -0.59
- electronic energy (Eh) = -233.21625
- relative energy (zero: lowest compared OMol25 entry of this formula, charge and spin) (eV) = 4.6464
- multiplicity = 1
- HOMO-LUMO gap (alpha / beta) (eV) = 7.75 / 7.23

Atoms and positions in Å:
C 2.6713 -0.1725 -0.5563
C 0.0087 -0.6894 -0.7654
C -0.7479 -0.1645 0.4620
C 1.3994 -0.3124 -0.0729
C 0.6220 -0.2280 1.0720
C -1.3928 1.2086 0.2683
H -2.2728 1.1271 -0.3832
H -1.7142 1.6423 1.2207
H 0.8594 -0.6843 2.0323
H -1.4569 -0.8651 0.9162
H -0.0899 -1.7763 -0.8742
H -0.1237 -0.1640 -1.7063
H 2.9208 -0.8210 -1.4128
H -0.6835 1.8994 -0.2003

***

(2)
# C6H8BF6N3O11S2V

A molecular structure, C6H8BF6N3O11S2V (ωB97M-V/def2-TZVPD, the OMol25 dataset).

Values from the calculation:
- net charge = -2
- <S²> = 0.771
- lowest unoccupied orbital energy (alpha / beta) (eV) = 4.67 / 4.67
- electronic energy (Eh) = -3590.22203
- relative energy (zero: lowest compared OMol25 entry of this formula, charge and spin) (eV) = 0.0000
- multiplicity = 2
- HOMO-LUMO gap (alpha / beta) (eV) = 8.46 / 8.56

Atoms and positions in Å:
V -0.4634 0.4682 0.3168
S 2.4320 -1.3155 2.0120
S 4.3619 -1.4848 0.4143
F -3.6193 1.3391 -2.0926
F -2.5345 1.1048 -0.0254
F 4.6769 -2.2981 -0.9641
F 1.5686 -2.4190 2.7181
F -1.4180 0.4736 -1.8507
F -3.2981 -0.7019 -1.2496
O -2.5535 0.9104 3.8427
O 4.0446 -0.2013 -0.1153
O 5.5729 -1.6742 1.1410
O -0.7822 -1.5073 -0.1149
O -2.0597 -3.2789 -0.5914
O 1.4148 -0.4717 1.4753
O 0.0581 -3.5664 0.0499
O -0.4099 0.6097 4.3852
O -1.0380 0.6713 2.2458
O 3.2822 -0.8307 3.0364
O 0.2428 1.8199 0.0403
N 3.0771 -2.2959 0.8732
N 1.4249 0.0174 -1.8004
N -1.7933 3.9166 0.4863
C 2.1358 -0.5459 -2.4876
C -0.8400 -2.7724 -0.2052
C 3.0259 -1.2900 -3.3680
C -1.3989 0.7404 3.4549
C -2.7342 4.1465 -0.1299
C -3.9421 4.4008 -0.9041
B -2.7367 0.5638 -1.3236
H 3.0714 -2.3238 -3.0381
H -1.8282 -4.2165 -0.6040
H 2.7152 -1.1599 -4.4018
H -3.7818 4.1818 -1.9540
H -4.7249 3.7508 -0.5107
H -0.9088 0.6878 5.2071
H -4.2671 5.4230 -0.7120
H 4.0276 -0.8716 -3.2558

***

(3)
# C6H8BF8N4O15S4V

A molecular structure, C6H8BF8N4O15S4V (ωB97M-V/def2-TZVPD, the OMol25 dataset).

Values from the calculation:
- net charge = -2
- <S²> = 2.072
- lowest unoccupied orbital energy (alpha / beta) (eV) = 3.17 / 0.72
- electronic energy (Eh) = -4941.78318
- multiplicity = 3
- HOMO-LUMO gap (alpha / beta) (eV) = 6.78 / 4.33

Atoms and positions in Å:
V -5.4828 -1.4778 17.7852
S -8.1311 -0.6714 15.7546
S -1.9798 1.6159 17.3647
S -7.5565 -2.8502 15.5720
S -4.3172 1.8822 17.1292
F -6.1511 -3.6517 15.6320
F -6.9511 -4.0635 22.7208
F -5.4171 2.5393 18.1137
F -4.8938 -3.4820 22.3671
F -0.9585 0.7679 18.2562
F -6.4616 -2.4321 21.2886
F -6.2237 -2.0671 23.4834
F -8.0133 0.3350 16.9925
O -4.8789 0.5441 16.9162
O -6.4524 -0.2744 19.4141
O -9.5346 -1.0237 15.9320
O -3.4858 -1.1802 18.9737
O -1.1189 2.7789 17.2926
O -4.3045 2.8624 16.0403
O -2.8805 -2.6031 20.5651
O -2.7354 -0.3955 20.8893
O -7.7360 0.2116 14.6680
O -8.4110 -3.7070 16.3121
O -2.1164 0.7427 16.1681
O -5.3461 1.0572 20.6499
O -7.2669 0.2155 21.4238
O -7.8252 -2.7799 14.1694
O -5.7076 -2.8493 18.5931
N -6.8910 -1.7329 16.3281
N -3.7857 -2.2497 16.2011
N -9.7459 -2.6426 21.5228
N -3.0646 1.7645 18.3657
C -2.2691 -2.8158 14.1193
C -3.0105 -1.4321 20.0931
C -9.1144 -3.3434 20.8890
C -8.3782 -4.3110 20.0416
C -6.3893 0.4278 20.4101
C -3.1231 -2.4725 15.2728
B -6.1395 -3.0030 22.4527
H -1.2947 -3.2645 14.3126
H -2.5377 -1.0893 21.5227
H -2.1813 -1.9331 13.4860
H -9.0043 -5.0511 19.5431
H -7.6641 -4.8001 20.7042
H -7.8305 -3.8277 19.2326
H -2.9445 -3.4662 13.5635
H -7.8052 -0.4721 21.0250

***

(4)
# C6H8BeK2N2O8S2Zn

A molecular structure, C6H8BeK2N2O8S2Zn (ωB97M-V/def2-TZVPD, the OMol25 dataset).

Values from the calculation:
- net charge = +2
- lowest unoccupied orbital energy (eV) = -11.79
- electronic energy (Eh) = -4734.62639
- multiplicity = 1
- HOMO-LUMO gap (eV) = 2.10

Atoms and positions in Å:
Zn 7.9596 28.7800 8.1318
K 7.3138 24.4939 9.2276
K 13.8431 28.3536 9.3540
S 6.2019 27.2225 7.0552
S 9.7269 27.5856 9.5222
O 6.4867 25.7986 6.8730
O 9.5059 27.4814 8.0671
O 7.2318 28.0786 6.3682
O 4.8729 27.5627 6.6245
O 9.1042 26.4287 10.2297
O 11.1585 27.6410 9.9083
O 6.4531 27.5825 8.5035
O 8.9925 28.8396 9.8594
N 8.9586 31.6573 11.1205
N 12.3644 31.9831 9.6800
C 13.3061 30.7250 11.2244
C 8.7272 30.7783 11.8142
C 13.6797 32.3524 9.7328
C 14.3166 31.5209 10.6392
C 8.4449 29.7390 12.7901
C 12.1108 30.9657 10.5626
Be 10.8365 25.9125 10.8446
H 13.4867 29.9534 11.9611
H 11.1760 30.4380 10.6115
H 15.3610 31.4404 10.8894
H 7.4345 29.7905 13.1874
H 9.1639 29.6959 13.6062
H 14.0384 33.2217 9.2080
H 11.6841 32.2697 8.9952
H 8.5376 28.7735 12.2871

***

(5)
# C6H8Br2O

2 unconnected molecules or ions with the total composition C6H8Br2O (ωB97M-V/def2-TZVPD, the OMol25 dataset).

Values from the calculation:
- net charge = 0
- lowest unoccupied orbital energy (eV) = 0.52
- electronic energy (Eh) = -5456.58080
- relative energy (zero: lowest compared OMol25 entry of this formula, charge and spin) (eV) = 0.2292
- multiplicity = 1
- HOMO-LUMO gap (eV) = 8.79

Atoms and positions in Å:
Br 1.8919 2.3661 -1.7923
Br -1.2047 2.9776 -0.9419
O -1.5054 0.2233 -2.1767
C 1.0098 -1.3345 -0.1391
C -0.4193 -0.8070 -0.2338
C -1.2624 -1.0458 0.9336
C -1.0092 -0.3170 -1.2844
C 0.7201 1.5378 0.5373
C 0.4859 2.2475 -0.5061
H -0.0698 1.2553 1.2520
H 1.3867 -1.2990 0.8912
H -0.7827 -1.8350 1.6198
H 1.7330 -0.8619 -0.8552
H 1.1284 -2.5009 -0.3050
H 1.5849 0.8716 0.5929
H -1.4303 -0.1907 1.7313
H -2.2569 -1.2873 0.6767

***

(6)
# C6H8BrF2N3O6S2

2 unconnected molecules or ions with the total composition C6H8BrF2N3O6S2 (ωB97M-V/def2-TZVPD, the OMol25 dataset).

Values from the calculation:
- net charge = 0
- lowest unoccupied orbital energy (eV) = -2.49
- electronic energy (Eh) = -4419.13274
- multiplicity = 1
- HOMO-LUMO gap (eV) = 6.52

Atoms and positions in Å:
Br -0.8323 -1.9408 3.6412
S -0.4997 4.6256 -1.6516
S 1.5111 2.9584 -1.6812
F 2.7053 2.7158 -2.7062
F -1.3883 3.2944 -1.6097
O -0.3898 4.9756 -0.2645
O 1.6027 -3.9927 1.2276
O 1.9250 -2.0421 0.0307
O -1.3237 5.4934 -2.4399
O 0.8345 1.6871 -1.7430
O 2.2409 3.2320 -0.4763
N -2.5751 -2.1629 -0.0024
N -1.4271 -1.8411 1.8926
N 0.8121 4.1720 -2.3959
C -2.5130 -2.4991 1.3192
C 1.4517 -3.3273 0.2360
C 0.4393 -0.1906 0.8902
C 1.6721 -1.1735 1.1476
C -0.8446 -1.0989 0.8438
C -1.5575 -1.2673 -0.4170
H 2.5703 -0.4895 1.2249
H -3.2717 -2.5035 -0.6650
H -3.1865 -3.2033 1.8636
H 1.6036 -1.6911 2.1393
H -1.3240 -0.8352 -1.4130
H 0.3225 0.5634 1.7156
H 0.8456 -3.7707 -0.6142
H 0.5965 0.3119 -0.0925